(1)
This record from OMol25 describes a cluster of 4 separate species, C29H46ClIN2O13P in total. The level of theory is ωB97M-V with the def2-TZVPD basis set.

```
93
Properties=species:S:1:pos:R:3:forces:R:3
C 0.4894 -4.3273 -3.5839 0.11 0.25 -0.53
C 0.1481 -3.5581 -2.2112 -0.28 0.63 -0.54
C -1.4700 -3.4393 -2.0304 1.07 -0.91 0.15
Cl -2.1844 -2.0909 -3.0968 0.50 -1.18 1.07
C -1.9313 -3.3390 -0.5078 -2.21 -0.91 1.99
C -3.1264 -4.2443 -0.0299 0.39 1.26 2.55
C -3.9251 -5.2386 -1.0160 0.22 1.20 1.34
C -3.3941 -6.7504 -0.9783 0.09 -1.33 -5.12
O -3.3067 -7.3659 -2.0724 -0.28 2.56 5.18
I -2.8812 -7.7430 0.9149 -0.33 0.69 -0.94
C -3.6522 -4.2090 1.4553 3.68 2.57 -1.44
C -2.9053 -3.2559 2.4214 0.62 -0.52 -3.76
C -1.7305 -2.3901 1.8682 -3.25 -1.91 -0.02
P -0.8881 -1.2611 3.1595 2.44 0.85 2.14
N 0.6615 -1.0329 2.8904 -1.91 -0.49 0.75
O -1.0916 -2.0628 4.6801 -0.12 1.12 -2.33
O -1.8246 0.1470 3.2538 0.93 -2.54 -0.30
N -1.3111 -2.4415 0.4693 -3.16 -2.32 1.64
O -0.3119 -1.6079 0.1338 0.11 0.02 -0.06
C -0.7973 -0.4233 -0.5883 -0.80 2.17 -1.49
C -0.3425 0.9734 0.0458 1.18 -0.17 1.50
C 1.2657 1.2166 -0.1114 0.05 0.25 0.57
C -1.2193 2.2378 -0.4141 -1.09 -0.63 0.08
C -1.6076 2.2784 -1.9716 -0.25 0.59 -0.36
C -2.9471 1.4229 -2.3325 0.08 0.71 -0.87
C -0.4162 1.9067 -2.9851 -0.57 0.44 -0.93
H -0.3454 -5.0520 -3.9085 1.36 0.91 0.69
H 1.5018 -4.8789 -3.5407 -1.75 0.81 0.13
H 0.5875 -3.5692 -4.4472 -0.23 -1.10 1.42
H 0.5548 -2.4838 -2.3300 -0.52 -1.79 0.59
H 0.6091 -4.0675 -1.2810 -0.82 0.82 -1.54
H -1.8803 -4.4127 -2.5008 0.40 1.66 1.20
H -5.0186 -5.2678 -0.6454 1.73 0.03 -0.54
H -3.9236 -4.7580 -2.0494 0.04 -1.26 1.19
H -4.5419 -4.8519 1.8061 1.66 1.18 -0.73
H -3.2622 -3.1985 3.5136 1.00 0.14 -1.91
H 1.2325 -1.3990 3.6774 -0.38 0.38 -0.88
H -0.2198 -2.0508 5.1457 -0.90 -0.01 -0.67
H -1.3841 0.8288 3.8100 -0.04 -0.69 -0.43
H -1.9446 -0.4780 -0.5886 1.73 0.05 -0.26
H -0.3541 -0.4910 -1.6546 -0.99 -0.02 1.76
H -0.5022 0.8737 1.1896 0.12 0.13 -1.85
H 1.4781 2.2791 -0.5145 -0.30 -1.93 0.38
H 1.8010 1.1850 0.9140 -1.06 -0.09 -1.61
H 1.7691 0.4012 -0.7418 -0.73 1.35 0.65
H -2.2213 2.1670 0.1660 1.50 0.18 -0.93
H -0.7456 3.2306 -0.0548 -0.41 -1.79 -0.71
H -1.8937 3.3764 -2.2028 0.58 -1.74 0.51
H -3.3774 0.8621 -1.4425 0.81 0.56 -1.50
H -2.7708 0.7509 -3.2577 -0.14 0.87 1.65
H -3.7689 2.1641 -2.6651 1.30 -1.29 0.67
H -0.5136 0.8174 -3.3659 0.41 1.66 0.83
H 0.6323 2.1517 -2.6120 -1.46 -0.52 -0.38
H -0.5770 2.5567 -3.9305 0.31 -1.11 1.44
C 3.7928 2.1306 4.4990 -0.34 -0.28 -0.10
C 4.6796 2.3804 3.2990 -0.33 -0.27 1.09
C 5.0857 3.8160 3.1397 0.48 0.40 0.39
O 5.3021 3.9148 1.7369 -0.39 -0.42 -0.40
C 4.4894 2.9892 1.1554 -0.19 0.04 -0.97
O 4.2550 2.9357 -0.0185 0.07 0.07 1.05
O 3.9743 2.1345 2.0845 0.29 0.43 -0.60
H 3.4664 1.0874 4.5206 0.15 0.06 0.04
H 4.3179 2.3535 5.4306 0.02 -0.02 -0.11
H 2.8861 2.7405 4.4508 0.16 0.08 -0.04
H 5.5496 1.7150 3.3258 0.01 0.12 -0.05
H 5.9951 4.0580 3.6922 -0.02 0.04 -0.24
H 4.2991 4.5248 3.4180 -0.04 -0.16 0.07
C 5.7892 2.0868 -2.3744 0.12 -0.36 0.16
C 7.0703 1.8836 -3.1533 -0.93 0.47 0.64
C 6.9496 2.2235 -4.6097 0.02 0.60 -0.32
O 7.9434 1.3925 -5.1980 0.08 -0.49 0.27
C 8.0658 0.3043 -4.3858 0.58 -0.98 -0.26
O 8.6549 -0.6961 -4.6781 -0.48 0.83 0.24
O 7.4252 0.5033 -3.1985 0.41 -0.13 -0.66
H 5.9137 1.7517 -1.3430 0.02 0.18 -0.13
H 5.4931 3.1376 -2.3681 0.09 -0.10 0.05
H 4.9737 1.4937 -2.7985 0.10 0.08 -0.10
H 7.8932 2.4293 -2.6781 0.00 -0.01 -0.13
H 7.1526 3.2766 -4.8124 0.12 -0.17 -0.11
H 5.9787 1.9574 -5.0401 -0.02 0.00 0.19
C -6.9943 0.7304 3.4279 -0.18 -0.31 -0.24
C -5.7590 1.2382 2.7165 -0.76 -0.40 0.87
C -5.6405 2.7339 2.7110 0.14 0.46 0.54
O -4.8778 2.9722 1.5333 -0.02 -0.47 -0.52
C -5.1506 1.9435 0.6829 0.11 0.10 -0.94
O -4.8490 1.9256 -0.4778 -0.66 0.15 1.45
O -5.8144 0.9392 1.3231 0.49 0.49 -0.44
H -7.0685 -0.3562 3.3337 0.07 0.09 0.11
H -6.9731 0.9900 4.4887 0.07 -0.01 -0.09
H -7.9025 1.1449 2.9818 0.15 0.09 0.04
H -4.8616 0.7632 3.1293 0.04 0.12 -0.04
H -5.1246 3.1165 3.5933 0.07 0.05 -0.22
H -6.6019 3.2469 2.6087 -0.02 -0.18 0.05
```
Forces are in eV/Å.

Charge   +1
Gap between HOMO and LUMO   6.91 eV
Max |F|   0.1124 hartree/bohr



(2)
This record from OMol25 describes a structure of composition C29H46P2Yb. The level of theory is ωB97M-V with the def2-TZVPD basis set.

```
78
Properties=species:S:1:pos:R:3:forces:R:3
Yb -0.0750 1.7839 0.4401 -0.05 -0.69 2.46
C 0.5983 0.3461 2.8749 0.01 0.53 -0.56
C 1.7817 0.8713 2.2880 -0.45 0.32 -0.30
C 0.4139 2.6349 2.8302 0.19 -0.67 -0.55
C -0.2583 1.4319 3.1754 0.36 0.23 -0.54
C 1.6798 2.2900 2.2756 -0.97 -0.53 -0.09
C 0.3353 -1.0656 3.2624 -0.15 -0.59 0.13
H -0.5907 -1.4461 2.8122 0.13 -0.03 0.14
H 0.2051 -1.1776 4.3517 0.14 0.13 -0.30
H 1.1556 -1.7315 2.9602 -0.26 0.13 0.08
C -1.6034 1.3280 3.7912 -0.54 -0.03 0.27
H -1.6702 0.4398 4.4324 -0.03 0.24 -0.06
H -2.3872 1.2440 3.0274 0.00 0.01 0.22
H -1.8289 2.2170 4.3945 -0.01 -0.27 -0.06
C -0.1237 4.0063 2.9746 -0.26 0.67 0.23
H -0.8013 4.0518 3.8403 0.17 0.17 -0.31
H -0.7028 4.3433 2.0956 0.12 0.05 0.33
H 0.6895 4.7261 3.1270 -0.23 -0.05 0.02
C 2.6738 3.2427 1.7313 0.60 0.38 0.01
H 2.7107 4.1479 2.3511 0.10 -0.12 -0.23
H 2.4649 3.5738 0.6972 0.12 0.02 0.11
H 3.6713 2.7872 1.7327 -0.13 0.21 -0.09
C 2.9818 0.1077 1.8577 0.70 -0.22 -0.09
H 3.8621 0.3866 2.4610 -0.21 -0.15 -0.17
H 3.2438 0.3022 0.8038 -0.02 -0.10 0.30
H 2.8316 -0.9731 1.9747 0.10 0.24 -0.07
C -1.2959 -3.6164 0.3431 0.16 -0.41 0.14
C -0.1824 -4.2965 0.6390 -0.55 0.03 0.09
C 1.1375 -4.1434 -0.0677 0.34 -0.19 -0.10
C 1.0953 -3.8518 -1.5854 0.13 -0.55 -0.72
C 1.3422 -2.3737 -1.9646 -0.36 0.14 1.13
C 1.0151 -1.3488 -0.9033 0.83 1.18 -0.50
C -0.3346 -1.3374 -0.1934 0.08 -0.66 0.21
C -1.3383 -2.4408 -0.5985 -0.44 0.35 -0.09
H 1.6597 -5.0983 0.0434 -0.01 0.09 0.04
H 0.1676 -4.2287 -2.0342 0.10 -0.05 0.32
H 1.7780 -3.4046 0.4409 -0.18 -0.15 -0.12
H -1.1515 -2.7276 -1.6428 -0.21 -0.03 0.37
H -2.2460 -3.8506 0.8341 0.46 0.00 0.04
H -0.1897 -5.0515 1.4415 -0.18 0.36 -0.49
H -2.3607 -2.0206 -0.5855 0.43 -0.24 -0.04
H -0.1684 -1.4212 0.8879 -0.14 0.06 -0.34
H 1.8383 -1.2323 -0.1786 -0.31 -0.14 -0.38
H -0.8919 -0.3772 -0.3193 0.28 0.01 -0.30
H 1.8886 -4.4498 -2.0608 -0.20 0.12 0.12
H 2.4235 -2.2830 -2.1827 -0.47 0.20 -0.01
P 0.5438 -1.6795 -3.4624 0.87 -1.12 -0.12
C -0.9251 -2.5014 -4.0728 -0.37 -0.25 -0.58
C 1.8556 -1.8179 -4.6876 -0.20 -0.09 -0.76
P 1.0003 0.6369 -1.7306 0.45 -1.51 3.22
C 0.1582 0.0333 -3.2494 -0.80 0.45 -0.24
C 2.7038 0.8928 -2.3214 0.26 0.52 -0.05
C 0.2907 2.3678 -1.8953 0.06 1.67 -2.24
H -1.8088 -1.8739 -3.8996 0.23 -0.27 0.07
H -1.0778 -3.4943 -3.6381 0.06 0.20 -0.11
H -0.7942 -2.6080 -5.1584 -0.18 -0.06 0.23
H 1.3918 -1.9525 -5.6730 0.33 0.10 0.08
H 2.4835 -2.6875 -4.4615 -0.18 0.19 -0.09
H 2.4735 -0.9136 -4.7035 -0.09 -0.21 0.08
H 0.2818 2.6053 -2.9648 -0.22 0.72 0.26
H 0.9178 3.1225 -1.3792 -0.09 0.05 -0.14
H -0.7731 2.4294 -1.5611 0.12 0.02 -0.31
H -0.9352 0.1749 -3.1701 0.43 -0.09 -0.03
H 0.5211 0.5892 -4.1340 -0.24 -0.17 0.38
H 3.1296 1.7475 -1.7694 -0.04 -0.33 -0.27
H 2.7069 1.1449 -3.3956 0.12 -0.05 0.35
H 3.3478 0.0181 -2.1490 -0.31 0.23 0.00
C -4.9523 2.3051 1.4511 0.15 0.01 0.06
C -4.0685 3.3800 1.3063 0.53 0.26 -0.41
C -2.8039 3.1790 0.6903 -2.22 0.05 0.99
C -2.4717 1.8927 0.3154 3.29 -0.33 -1.09
C -3.3045 0.8065 0.4589 -2.10 0.23 0.85
C -4.5810 1.0218 1.0383 0.51 -0.37 -0.47
H -5.9434 2.4686 1.8862 0.42 -0.05 -0.11
H -4.3530 4.3800 1.6477 -0.03 -0.35 -0.13
H -2.1523 4.0441 0.5241 -0.11 -0.21 0.08
H -3.0355 -0.2051 0.1328 -0.02 0.42 0.22
H -5.2700 0.1785 1.1499 0.13 0.37 0.02
```
Forces are in eV/Å.

Charge   +1
Spin multiplicity   2
Gap between HOMO and LUMO (spin up / spin down)   6.75 / 6.56 eV
Relative energy (zero: lowest compared OMol25 entry of this formula, charge and spin)   9.3 kcal per mole
Max |F|   0.0698 hartree/bohr



(3)
This record from OMol25 describes a structure of composition C29H47CaIN2OSi2. The level of theory is ωB97M-V with the def2-TZVPD basis set.

```
83
Properties=species:S:1:pos:R:3:forces:R:3
Ca 0.2467 1.7954 -0.6075 -0.48 -0.22 0.14
C -2.1513 4.1422 -2.4930 -0.02 0.02 -0.04
C -2.1464 3.7622 -1.0357 0.12 0.04 0.05
C -1.0750 4.1248 -0.2127 -0.01 0.18 0.02
C -1.0435 3.7780 1.1419 -0.03 0.07 -0.05
C 0.1027 4.2047 2.0201 0.00 0.05 0.00
C -2.1108 3.0460 1.6567 0.07 -0.11 0.01
C -3.1914 2.6706 0.8647 0.03 0.03 0.02
C -4.3215 1.8613 1.4333 -0.02 -0.03 0.01
C -3.1979 3.0462 -0.4761 0.02 -0.11 -0.10
H -1.4066 3.5774 -3.0609 0.00 -0.01 0.02
H -1.9212 5.1997 -2.6240 0.00 0.00 0.01
H -3.1207 3.9426 -2.9469 0.00 0.00 0.01
H -0.2516 4.7040 -0.6255 -0.02 0.03 0.01
H 1.0670 4.0642 1.5283 -0.01 -0.01 -0.02
H 0.1014 3.6508 2.9580 0.02 0.00 0.00
H 0.0174 5.2671 2.2565 -0.01 0.00 0.02
H -2.0947 2.7603 2.7026 -0.01 0.00 0.00
H -4.1994 0.8056 1.1814 0.01 0.01 -0.01
H -5.2802 2.1871 1.0298 0.00 0.01 0.00
H -4.3592 1.9401 2.5188 0.01 0.01 0.00
H -4.0390 2.7680 -1.1022 0.00 -0.01 0.01
C 2.6678 -1.9441 -0.9430 0.06 0.03 -0.03
Si 0.9800 -2.4093 -0.2982 0.05 -0.08 -0.03
C 0.7925 -4.2774 -0.3006 0.03 -0.07 -0.02
C 0.3172 -1.4464 1.1557 -0.05 0.23 0.07
C -0.3339 -1.3536 -1.1545 -0.21 0.23 0.16
C -0.0303 -0.7983 -2.5004 -0.06 -0.17 -0.13
C 0.0110 -1.6568 -3.6156 0.07 -0.03 0.09
C 0.2759 -1.1662 -4.8697 0.00 0.02 -0.05
C 0.5033 0.2014 -5.0319 -0.01 -0.02 0.03
C 0.4518 0.9859 -3.9072 0.00 0.04 0.04
N 0.1891 0.5179 -2.6746 -0.03 -0.03 0.12
Si -2.1532 -1.9428 -1.1625 0.05 0.06 0.00
C -2.9176 -1.9026 0.5471 0.00 -0.05 0.03
C -2.4254 -3.6586 -1.8698 0.00 -0.05 -0.07
C -3.1075 -0.7086 -2.2116 -0.02 0.09 0.01
H 3.4647 -2.4527 -0.3969 -0.01 0.00 0.01
H 2.8375 -0.8675 -0.8699 0.01 0.01 0.00
H 2.7618 -2.2237 -1.9966 -0.01 -0.01 0.00
H 1.6773 -4.7601 0.1221 0.00 0.01 0.02
H 0.6619 -4.6669 -1.3138 0.00 0.01 0.00
H -0.0712 -4.5838 0.2935 -0.01 -0.01 -0.02
H 1.8738 -0.2068 1.9363 0.01 0.01 0.02
H -0.5409 -2.0283 1.5260 -0.01 -0.01 0.00
H 0.3968 -0.1863 2.8810 -0.03 -0.01 -0.02
H -0.1538 -2.7143 -3.4574 0.02 -0.01 -0.01
H 0.3139 -1.8347 -5.7205 0.00 0.00 0.00
H 0.7205 0.6380 -5.9956 0.00 -0.01 -0.01
H 0.6359 2.0540 -3.9763 0.00 0.00 -0.01
H -2.6317 -2.7532 1.1684 0.01 0.00 -0.01
H -4.0059 -1.9274 0.4403 0.00 0.00 0.01
H -2.6318 -0.9880 1.0701 -0.02 0.00 0.01
H -1.9509 -4.4254 -1.2552 0.01 0.01 0.00
H -2.0469 -3.7643 -2.8881 -0.01 0.01 0.00
H -3.4967 -3.8756 -1.9012 0.00 0.01 0.02
H -2.9118 0.3130 -1.8687 -0.01 -0.01 0.01
H -4.1826 -0.8863 -2.1288 0.00 0.00 0.00
H -2.8393 -0.7589 -3.2691 0.02 -0.01 0.01
C 2.1857 -1.0302 4.5429 0.02 0.03 0.02
C 1.7016 -1.8321 3.3341 0.00 -0.01 -0.02
C 0.6767 -2.8684 3.7963 -0.04 -0.01 0.03
C 2.9001 -2.5484 2.7116 0.03 -0.04 -0.03
C 1.0768 -0.8507 2.3283 0.03 0.02 0.00
C -0.1114 -0.4385 0.0909 0.11 -0.25 -0.32
H 2.6902 -1.6742 5.2670 -0.01 -0.01 0.00
H 1.3484 -0.5443 5.0497 -0.01 -0.01 -0.01
H 2.8900 -0.2518 4.2389 0.00 0.00 -0.02
H 1.0852 -3.4817 4.6032 0.01 0.00 0.00
H 0.3893 -3.5394 2.9840 0.01 0.01 -0.01
H -0.2303 -2.3844 4.1693 0.01 0.01 0.01
H 3.3735 -3.2146 3.4371 0.00 0.01 0.01
H 3.6505 -1.8318 2.3688 -0.01 0.01 0.00
H 2.6060 -3.1623 1.8572 -0.02 0.00 0.01
N 3.9304 1.7846 -1.3466 0.07 0.15 -0.11
C 3.2530 2.2359 -0.2338 0.02 -0.30 0.30
O 2.1232 2.8089 -0.4295 0.26 0.15 -0.14
C 3.7794 1.9979 1.0385 0.15 0.31 -0.23
I 5.4419 4.2377 0.8734 0.04 0.09 0.04
H 3.6800 2.2878 -2.1852 -0.03 -0.01 0.01
H 4.9323 1.7249 -1.2308 -0.01 -0.05 0.05
H 4.6725 1.4072 1.1613 -0.08 -0.11 0.05
H 3.2284 2.3286 1.9034 -0.04 -0.10 0.02
```
Forces are in eV/Å.

Gap between HOMO and LUMO (spin up / spin down)   5.71 / 6.65 eV
Relative energy (zero: lowest compared OMol25 entry of this formula, charge and spin)   53.6 kcal per mole
Max |F|   0.0106 hartree/bohr



- Number 1 is which compound?
  C29H46ClIN2O13P



- What is the max |F| in the second record?
  0.0698 hartree/bohr



- Which of these has the lowest max |F|?
  C29H47CaIN2OSi2



- Look up the max |F| of the first one.
  0.1124 hartree/bohr